# 1
DFT (ωB97M-V/def2-TZVPD) results for 6 unconnected molecules or ions with the total composition C14H41NO6.

Results
2S+1: 2
Total charge: +1
Total energy in eV: -28945.845
HOMO (spin up / spin down) in Eh: -0.43809 / -0.43809
Kohn-Sham gap (spin up / spin down) in eV: 9.18 / 3.39
Energy relative to the best compared isomer or geometry (same formula, charge and spin) in eV: 0.000

The geometry in XYZ format:
```
62
Properties=species:S:1:pos:R:3:lowdin_charge:R:1
O -10.50 -3.94 12.55 -0.053
O -10.25 -3.31 15.14 -0.102
O -8.60 -2.24 5.62 -0.058
O -6.68 -3.19 11.61 -0.094
O -13.27 3.44 9.93 -0.080
O -14.86 -1.77 12.12 -0.064
N -15.27 -0.80 14.82 0.221
C -14.29 -0.20 13.99 -0.359
C -6.75 -2.10 12.57 -0.308
C -6.17 -0.90 11.82 -0.083
C -15.63 -0.91 11.35 -0.037
C -11.11 -2.88 11.83 -0.326
C -13.11 0.38 14.79 -0.004
C -12.37 1.17 10.06 -0.097
C -13.11 2.22 9.22 -0.285
C -10.13 -3.38 16.56 -0.293
C -9.56 -2.13 6.64 -0.345
C -8.76 -3.90 16.85 -0.085
C -10.23 -2.45 10.65 -0.061
C -13.81 -1.18 12.82 -0.113
C -10.93 -2.66 6.16 -0.085
H -12.57 0.15 9.72 0.061
H -9.74 -1.15 7.06 0.099
H -12.54 2.47 8.32 0.116
H -5.27 -1.32 11.38 0.080
H -16.20 -0.35 12.10 0.105
H -9.73 -2.54 14.89 0.086
H -11.35 -2.10 5.32 0.073
H -12.43 3.85 10.12 0.086
H -7.72 -2.10 5.99 0.086
H -14.66 -1.37 15.38 0.129
H -7.80 -1.89 12.81 0.081
H -12.65 1.25 11.11 0.047
H -6.83 -0.52 11.04 0.070
H -12.60 1.07 14.12 0.093
H -15.75 -1.44 14.20 0.117
H -13.20 -0.47 12.26 0.122
H -14.10 1.83 8.96 0.108
H -13.51 1.03 15.57 0.104
H -8.68 -4.06 17.92 0.081
H -10.27 -2.45 17.10 0.107
H -13.20 -1.96 13.27 0.136
H -14.72 0.59 13.37 0.155
H -6.17 -2.41 13.43 0.110
H -10.61 -1.73 9.92 0.060
H -10.08 -3.36 10.07 0.078
H -12.15 -3.10 11.58 0.103
H -7.18 -3.91 12.01 0.075
H -11.09 -1.97 12.43 0.087
H -12.43 -0.35 15.23 0.093
H -15.10 -0.18 10.73 0.104
H -8.64 -4.91 16.47 0.085
H -7.88 -3.32 16.55 0.083
H -11.28 1.21 10.08 0.076
H -10.53 -3.63 13.45 0.011
H -11.57 -2.63 7.04 0.060
H -9.21 -2.22 10.96 0.059
H -16.41 -1.34 10.72 0.121
H -9.29 -2.79 7.46 0.097
H -10.97 -3.94 16.97 0.120
H -5.89 -0.05 12.45 0.073
H -10.84 -3.68 5.80 0.075
```



# 2
DFT (ωB97M-V/def2-TZVPD) results for a molecular structure, C32H37ClMgN2Si2.

Results
Total energy in eV: -70485.266
HOMO (spin up / spin down) in Eh: -0.13717 / -0.12252
Kohn-Sham gap (spin up / spin down) in eV: 3.36 / 3.03
Energy relative to the best compared isomer or geometry (same formula, charge and spin) in eV: 0.000

The geometry in XYZ format:
```
75
Properties=species:S:1:pos:R:3:lowdin_charge:R:1
Cl 2.71 0.07 -1.11 0.379
Si 0.83 0.10 -0.06 0.312
Si 1.95 0.20 -3.24 0.426
Mg -0.17 -0.35 3.56 0.584
N 1.71 -0.95 4.36 -0.014
N 0.33 1.71 3.81 -0.005
C -1.71 -0.46 5.27 -0.198
C -1.55 -2.15 3.71 -0.164
C 0.59 -1.41 -5.16 -0.092
C -1.19 -1.77 5.03 -0.191
C -2.30 -1.09 3.12 -0.162
C -1.19 2.64 -4.50 -0.100
C -0.21 1.63 -0.23 -0.336
C 1.40 0.98 5.97 -0.195
C 0.46 -3.83 -5.07 -0.109
C -0.14 -1.45 -0.35 -0.361
C -0.58 3.83 -1.20 -0.089
C -1.38 -1.48 -1.03 -0.121
C 1.33 -1.39 -3.96 -0.325
C 0.93 1.55 -4.01 -0.364
C -2.39 -0.04 4.08 -0.186
C -1.47 1.73 0.40 -0.119
C 1.43 1.97 4.81 -0.204
C 1.30 -3.82 -3.96 -0.100
C 2.07 -0.36 5.71 -0.208
C 0.29 -2.62 0.30 -0.166
C -2.28 2.85 0.19 -0.097
C -0.47 1.63 -3.86 -0.127
C 0.82 3.38 -5.62 -0.105
C -0.55 3.52 -5.39 -0.107
C 0.14 -2.63 -5.69 -0.098
C -0.42 -3.82 0.15 -0.122
C -2.06 -2.68 -1.19 -0.101
C 1.56 2.41 -4.94 -0.117
C 0.26 2.75 -0.94 -0.127
C -1.58 -3.86 -0.62 -0.125
C -1.86 3.88 -0.64 -0.095
C 1.74 -2.62 -3.41 -0.121
H -3.25 2.92 0.68 0.097
H 0.36 0.80 6.30 0.095
H -0.45 -2.63 -6.61 0.096
H -2.12 -4.80 -0.73 0.091
H 1.62 -4.77 -3.52 0.096
H -2.24 2.76 -4.29 0.098
H 1.45 0.09 1.30 -0.064
H -3.00 -2.70 -1.75 0.099
H 1.28 2.74 -1.34 0.087
H 1.19 -2.57 0.92 0.085
H -0.52 2.19 4.13 0.108
H -0.07 -4.71 0.66 0.092
H 1.32 4.05 -6.33 0.096
H 3.35 0.42 -3.70 -0.026
H -1.84 0.93 1.05 0.079
H -1.69 0.07 6.22 0.107
H 1.76 -1.97 4.42 0.107
H -1.00 0.92 -3.21 0.101
H 3.16 -0.25 5.75 0.121
H 2.42 -2.63 -2.55 0.084
H 0.07 -4.78 -5.47 0.097
H -2.81 -1.13 2.16 0.116
H 1.91 1.45 6.82 0.122
H -1.38 -3.13 3.26 0.112
H 1.33 2.99 5.20 0.119
H -2.98 0.88 3.98 0.113
H 2.40 1.92 4.29 0.124
H 2.45 -0.70 3.71 0.092
H -2.51 4.74 -0.84 0.102
H -1.12 4.30 -5.88 0.093
H 2.63 2.29 -5.12 0.088
H 1.78 -1.09 6.47 0.119
H 0.37 -0.48 -5.69 0.098
H -0.23 4.63 -1.85 0.110
H -1.80 -0.55 -1.43 0.090
H -0.74 -2.41 5.79 0.111
H 0.56 2.16 2.91 0.098
```



# 3
DFT (ωB97M-V/def2-TZVPD) results for a molecular structure, C15H25N2PbS5.

Results
Total charge: +1
Total energy in eV: -78352.985
HOMO in Eh: -0.29181
Kohn-Sham gap in eV: 5.73

The geometry in XYZ format:
```
48
Properties=species:S:1:pos:R:3:lowdin_charge:R:1
Pb -1.76 0.20 1.01 0.157
S -2.98 -0.84 2.86 0.762
S -1.42 -0.08 -1.41 0.698
S -0.39 -1.83 1.12 0.799
S -4.10 0.23 0.30 0.770
S 0.46 1.08 0.37 0.528
N 2.56 2.20 -0.74 0.061
N 2.65 1.84 1.56 0.114
C 3.89 2.55 -1.05 -0.233
C -4.55 -1.48 0.73 -0.488
C 6.48 3.30 -1.82 -0.085
C -4.49 -1.63 2.24 -0.473
C -2.99 -0.72 -2.07 -0.484
C 4.99 2.18 -0.28 -0.038
C -0.35 -1.54 -1.62 -0.475
C -0.58 -2.58 -0.53 -0.461
C 6.29 2.56 -0.66 -0.069
C 4.10 3.27 -2.23 -0.025
C 5.39 3.65 -2.61 -0.071
C 1.99 1.73 0.39 -0.771
C -1.98 -2.29 3.31 -0.472
C -4.14 0.11 -1.52 -0.464
C -1.38 -3.00 2.10 -0.461
H -5.34 -1.13 2.70 0.090
H 1.90 2.27 -1.51 0.133
H -2.59 -2.99 3.90 0.097
H 5.54 4.22 -3.53 0.110
H -1.18 -1.95 3.98 0.089
H -0.73 -3.82 2.43 0.099
H -3.12 -1.77 -1.83 0.075
H -1.57 -3.02 -0.63 0.075
H -2.97 -0.64 -3.17 0.094
H 7.14 2.26 -0.06 0.110
H -5.10 -0.32 -1.83 0.095
H 3.27 3.56 -2.86 0.113
H 3.28 2.62 1.67 0.115
H -2.18 -3.43 1.49 0.081
H 7.49 3.59 -2.12 0.108
H 2.13 1.60 2.40 0.109
H -4.10 1.13 -1.92 0.093
H 0.69 -1.20 -1.60 0.078
H -3.85 -2.18 0.26 0.069
H 4.89 1.55 0.60 0.102
H -0.82 0.51 2.53 -0.149
H 0.15 -3.39 -0.62 0.100
H -0.52 -1.98 -2.61 0.097
H -5.55 -1.70 0.37 0.099
H -4.54 -2.69 2.53 0.099
```